Computed, not measured: a molecular structure, C28H24CeClIN7O5S4, with ωB97M-V with the def2-TZVPD basis set.

Geometry as XYZ:
```
71
Properties=species:S:1:pos:R:3:mulliken_charge:R:1
Ce -0.430 -0.146 0.288 0.847
N 0.194 -1.718 2.349 -0.232
N -0.383 -2.885 1.769 -0.191
C -1.649 -2.730 1.123 0.365
O -2.248 -3.749 0.838 -0.655
O -1.998 -1.527 0.914 -0.273
H 1.218 -1.821 2.397 0.056
H -0.146 -1.563 3.309 0.267
H -0.318 -3.744 2.312 0.318
C 0.980 -0.047 -3.453 -0.585
C -0.189 0.845 -3.289 0.180
N -0.973 0.853 -2.264 0.648
C -1.968 1.785 -2.366 -0.517
C -1.949 2.500 -3.532 -0.510
S -0.631 2.008 -4.512 -0.186
C -2.918 1.928 -1.279 0.008
C -3.989 2.778 -1.266 -0.729
S -4.893 2.574 0.170 -0.205
C -3.764 1.342 0.680 0.563
N -2.801 1.143 -0.159 0.821
C -3.986 0.625 1.955 -1.118
H 1.384 -0.278 -2.464 -0.200
H 1.744 0.415 -4.074 0.539
H 0.680 -0.988 -3.918 0.194
H -2.614 3.278 -3.847 0.464
H -4.271 3.500 -2.001 0.455
H -3.838 1.293 2.804 0.272
H -3.295 -0.216 2.013 0.014
H -5.006 0.246 1.995 0.513
Cl 0.394 -6.884 -1.828 -0.261
C 0.684 -5.218 -1.458 0.883
C 1.877 -4.865 -0.878 -0.602
C 2.128 -3.538 -0.561 0.045
I 3.980 -2.973 0.254 0.073
C 1.212 -2.508 -0.767 -0.166
O 1.443 -1.277 -0.452 -0.025
C -0.028 -2.900 -1.401 0.293
N -0.911 -1.903 -1.633 0.688
C -2.042 -2.197 -2.236 -0.301
C -2.390 -3.493 -2.634 -1.290
C -1.530 -4.526 -2.375 -1.042
C -0.298 -4.253 -1.751 -0.165
H 2.614 -5.623 -0.663 0.479
H -2.721 -1.370 -2.409 0.407
H -3.329 -3.673 -3.129 0.459
H -1.782 -5.540 -2.647 0.476
C -1.632 4.243 3.915 -1.192
C -0.548 3.160 3.924 -0.459
C -0.862 2.085 3.035 0.495
N -1.120 1.229 2.315 -0.147
H -1.338 5.055 4.574 0.376
H -2.585 3.845 4.257 0.334
H -1.754 4.648 2.913 0.335
H -0.401 2.753 4.928 0.353
H 0.401 3.574 3.567 0.268
O 0.476 1.828 -0.327 -0.460
S 1.434 2.103 0.739 1.349
O 1.131 3.322 1.449 -0.880
N 1.505 0.831 1.729 -0.141
C 2.776 0.434 1.888 0.039
S 3.241 -0.665 3.023 -0.212
C 3.734 1.092 0.984 0.447
C 5.079 0.805 0.807 -0.837
C 5.772 1.512 -0.164 -0.578
C 5.151 2.484 -0.937 -0.643
C 3.802 2.773 -0.762 -0.714
C 3.125 2.066 0.200 0.172
H 5.549 0.030 1.396 0.608
H 6.815 1.297 -0.337 0.424
H 5.715 3.018 -1.686 0.440
H 3.292 3.516 -1.355 0.553
```

Computed properties:
Strongest force on any atom: 4.1 eV Å⁻¹
Charge: +1
Energy above the lowest of the compared OMol25 structures with the same formula, charge and spin: 0.884 eV
E_LUMO (alpha / beta): -4.7 / -4.7 eV
HOMO-LUMO gap (alpha / beta): 5.365 / 5.359 eV

Computed, not measured: a molecular structure, C28H24FN7O3SeV, with ωB97M-V with the def2-TZVPD basis set.

Geometry as XYZ:
```
65
Properties=species:S:1:pos:R:3:mulliken_charge:R:1
V 0.320 0.006 -0.706 1.739
Se 4.924 5.723 0.995 0.470
N 4.806 4.636 -0.398 -0.790
C 3.806 3.824 -0.170 0.777
C 3.390 2.784 -1.096 0.138
C 3.980 2.537 -2.345 -0.349
C 3.480 1.528 -3.153 -0.905
C 2.408 0.767 -2.719 0.019
N 1.836 0.986 -1.520 -0.233
C 2.318 1.986 -0.724 0.120
C 1.619 2.179 0.518 0.052
N 0.579 1.327 0.746 -0.026
C -0.138 1.452 1.879 0.005
C 0.163 2.423 2.817 -1.004
C 1.226 3.284 2.597 -0.360
C 1.985 3.165 1.424 0.211
C 3.115 4.010 1.075 0.834
N 3.556 4.979 1.836 -0.794
H 4.817 3.147 -2.665 0.615
H 3.911 1.326 -4.124 0.460
H 1.990 -0.024 -3.330 0.501
H -0.964 0.766 2.019 0.499
H -0.439 2.499 3.711 0.452
H 1.482 4.051 3.318 0.611
C -3.736 -6.117 -2.382 -0.946
C -3.842 -5.446 -1.027 -0.960
N -2.700 -4.495 -0.796 0.107
C -2.917 -3.215 -1.030 -0.401
C -1.931 -2.239 -0.897 -0.174
C -2.359 -0.861 -1.221 0.045
O -3.434 -0.433 -1.366 -0.344
O -1.207 0.037 -1.405 -0.580
C -0.667 -2.637 -0.474 1.423
O 0.329 -1.730 -0.293 -1.037
C -0.411 -3.995 -0.210 0.929
C 0.855 -4.453 0.227 -0.638
C 1.047 -5.771 0.465 -0.014
F 2.263 -6.187 0.803 -0.314
C 0.015 -6.756 0.317 -1.082
C -1.220 -6.301 -0.133 -0.280
C -1.451 -4.946 -0.394 0.373
N 0.289 -8.081 0.554 0.255
C -0.627 -9.115 0.081 -0.684
C 0.129 -10.408 -0.191 -1.054
N 0.876 -10.854 1.035 -0.132
C 1.787 -9.768 1.542 -0.754
C 0.982 -8.505 1.780 -0.560
H -4.576 -6.798 -2.511 0.393
H -2.815 -6.689 -2.488 0.334
H -3.781 -5.384 -3.187 0.355
H -3.852 -6.144 -0.193 0.463
H -4.746 -4.848 -0.938 0.473
H -3.916 -2.932 -1.340 0.567
H 1.687 -3.774 0.346 0.553
H -2.027 -7.005 -0.249 0.613
H -1.077 -8.814 -0.863 0.511
H -1.437 -9.292 0.802 0.425
H 0.873 -10.270 -0.974 0.386
H -0.554 -11.205 -0.481 0.445
H 1.423 -11.692 0.819 0.365
H 0.217 -11.129 1.770 0.401
H 2.554 -9.620 0.783 0.365
H 2.250 -10.117 2.463 0.419
H 1.656 -7.736 2.140 0.422
H 0.237 -8.678 2.569 0.288
```

Computed properties:
Strongest force on any atom: 0.3 eV Å⁻¹
Spin multiplicity: 2
Charge: +4
Energy above the lowest of the compared OMol25 structures with the same formula, charge and spin: 0.000 eV
E_LUMO (alpha / beta): -13.2 / -12.7 eV
HOMO-LUMO gap (alpha / beta): 4.903 / 5.430 eV

Computed, not measured: a molecular structure, C28H24FN7OV, with ωB97M-V with the def2-TZVPD basis set.

Geometry as XYZ:
```
62
Properties=species:S:1:pos:R:3:mulliken_charge:R:1
V -0.099 -0.327 0.296 -0.946
C 4.218 -3.036 -2.495 -0.427
C 3.193 -2.549 -3.291 -0.858
C 2.308 -1.605 -2.784 0.277
C 2.436 -1.136 -1.483 -1.135
C 3.471 -1.618 -0.692 0.386
C 4.353 -2.561 -1.194 -0.935
N 1.496 -0.181 -0.983 0.709
C 1.941 1.136 -1.131 0.419
C 2.912 1.604 -2.026 -0.785
C 3.184 2.959 -2.120 -0.762
C 2.524 3.898 -1.324 -0.687
C 1.603 3.463 -0.391 -0.492
C 1.339 2.098 -0.279 0.413
N 0.519 1.504 0.657 1.006
N -0.099 2.232 1.588 -1.190
C -0.776 1.406 2.453 0.238
C -1.499 1.971 3.516 -0.754
C -2.142 1.139 4.398 -0.224
C -2.082 -0.249 4.226 -1.031
C -1.386 -0.734 3.143 -0.125
N -0.752 0.058 2.268 0.410
H 4.904 -3.779 -2.880 0.394
H 3.075 -2.909 -4.307 0.400
H 1.497 -1.225 -3.396 0.432
H 3.559 -1.260 0.326 0.422
H 5.147 -2.939 -0.562 0.379
H 3.435 0.900 -2.659 0.457
H 3.926 3.297 -2.834 0.384
H 2.750 4.952 -1.422 0.381
H 1.112 4.153 0.284 0.463
H -1.513 3.047 3.618 0.491
H -2.693 1.559 5.231 0.391
H -2.564 -0.930 4.912 0.436
H -1.325 -1.794 2.928 0.457
C -4.892 -2.040 0.084 -0.929
N -4.205 -0.770 -0.150 0.181
C -4.850 0.357 -0.532 -0.063
C -4.201 1.516 -0.740 -1.226
C -2.779 1.521 -0.529 1.024
N -2.138 0.403 -0.207 0.328
C -2.827 -0.760 0.003 0.073
O -2.210 -1.766 0.317 -0.617
N -2.089 2.648 -0.685 -0.264
H -5.962 -1.851 0.100 0.335
H -4.570 -2.450 1.037 0.299
H -4.647 -2.755 -0.699 0.308
H -5.921 0.270 -0.655 0.346
H -4.728 2.409 -1.035 0.390
H -2.584 3.509 -0.835 0.219
H -1.152 2.707 -0.304 0.034
F 0.848 -6.381 0.824 -0.374
C 0.756 -5.027 0.766 0.344
C 0.353 -4.439 -0.417 -0.933
C 0.282 -3.054 -0.460 0.106
C 0.551 -2.242 0.653 0.815
C 0.947 -2.902 1.815 -0.171
C 1.068 -4.291 1.886 -0.891
H 0.132 -5.059 -1.277 0.446
H -0.009 -2.599 -1.405 0.295
H 1.182 -2.330 2.708 0.483
H 1.390 -4.797 2.787 0.450
```

Computed properties:
Strongest force on any atom: 1.7 eV Å⁻¹
Spin multiplicity: 4
Charge: 0
Energy above the lowest of the compared OMol25 structures with the same formula, charge and spin: 0.796 eV
E_LUMO (alpha / beta): -0.1 / -0.9 eV
HOMO-LUMO gap (alpha / beta): 6.303 / 6.160 eV

Computed, not measured: a single C28H24N2O4 molecule, with ωB97M-V with the def2-TZVPD basis set.

Geometry as XYZ:
```
58
Properties=species:S:1:pos:R:3:mulliken_charge:R:1
C 6.832 -2.936 0.923 -0.781
O 5.974 -1.818 1.229 -0.421
C 4.625 -2.003 1.284 0.672
C 3.835 -0.846 1.103 -0.844
C 2.481 -0.981 0.846 0.429
C 1.825 -2.217 0.912 0.618
N 0.424 -2.275 0.718 0.299
C -0.431 -1.240 0.340 -0.084
N -1.671 -1.732 0.495 0.456
C -2.936 -1.039 0.498 -1.015
C -1.644 -3.073 0.820 -0.790
C -0.353 -3.422 0.910 -0.390
C 2.601 -3.337 1.282 -1.050
C 3.990 -3.254 1.410 -0.810
H 7.835 -2.506 0.964 0.250
H 6.735 -3.735 1.673 0.305
H 6.631 -3.332 -0.085 0.342
H 4.301 0.139 1.088 0.442
H 1.904 -0.092 0.659 0.164
H -2.822 -0.088 -0.021 0.336
H -3.691 -1.627 -0.049 0.325
H -3.271 -0.840 1.528 0.355
H -2.540 -3.673 0.942 0.449
H 0.117 -4.345 1.170 0.403
H 2.152 -4.296 1.516 0.237
H 4.596 -4.133 1.599 0.250
C -0.505 5.268 3.715 -0.807
O 0.492 4.839 2.756 -0.463
C 0.276 3.683 2.069 0.779
C -0.929 2.948 2.121 -0.671
C -1.079 1.786 1.357 -0.307
C -0.061 1.315 0.542 0.575
C -0.232 0.073 -0.379 1.637
C -1.273 0.318 -1.479 -1.949
C -1.470 -0.647 -2.526 -0.137
O -0.995 -1.778 -2.607 -0.827
C -2.461 -0.083 -3.505 0.104
C -2.941 1.128 -3.010 -0.014
C -4.067 1.734 -3.581 -0.431
C -4.663 1.131 -4.699 -0.465
C -4.121 -0.053 -5.251 -0.429
C -3.019 -0.670 -4.642 -0.392
C -2.173 1.465 -1.749 0.969
O -2.390 2.505 -1.117 -0.764
C 1.114 2.091 0.445 -0.283
C 1.299 3.239 1.205 -1.125
H -0.033 6.113 4.221 0.247
H -1.420 5.596 3.199 0.318
H -0.747 4.476 4.439 0.321
H -1.738 3.262 2.779 0.354
H -2.039 1.269 1.412 0.099
H 0.697 -0.048 -0.946 0.937
H -4.467 2.657 -3.156 0.451
H -5.557 1.567 -5.153 0.364
H -4.569 -0.500 -6.145 0.362
H -2.575 -1.586 -5.032 0.431
H 1.910 1.808 -0.248 0.579
H 2.237 3.795 1.211 0.391
```

Computed properties:
Strongest force on any atom: 1.9 eV Å⁻¹
Charge: 0
Energy above the lowest of the compared OMol25 structures with the same formula, charge and spin: 1.135 eV
E_LUMO: 0.1 eV
HOMO-LUMO gap: 6.963 eV

Here are the calculated total energy numbers, same order: -126985.306, -139714.595, -70309.742, -40593.464 (eV).